Entry a
Formula: C6H11N3
Source: the Open Molecules 2025 dataset
Level of theory: ωB97M-V/def2-TZVPD

Last column: Löwdin charge in e.
Geometry (Å):
H 0.188 -0.092 2.629  0.098
H 2.938 1.038 -0.190  0.071
N 0.138 -1.470 -1.145  0.062
C -0.831 0.069 2.077  -0.069
H -1.221 0.907 -2.247  0.059
H 1.964 0.253 -1.473  0.043
H -2.309 0.448 0.234  0.117
N -1.454 0.241 -1.610  0.002
H -1.366 1.221 2.106  0.156
C 0.355 -1.184 0.190  -0.314
H -1.654 -0.788 2.427  0.131
C -0.462 -0.160 0.689  -0.524
N -1.363 0.697 -0.185  0.045
H -0.566 -1.142 -3.083  0.155
H 1.427 0.293 1.543  0.125
H 1.463 1.807 -0.971  0.117
C 1.927 0.771 -0.538  -0.074
C 1.061 0.101 0.488  -0.208
H 0.487 -2.089 0.980  0.189
C -0.720 -0.922 -1.922  -0.182

## Properties
HOMO energy ... -0.311 hartree



Entry b
Formula: C6H11N3
Source: the Open Molecules 2025 dataset
Level of theory: ωB97M-V/def2-TZVPD

Last column: Löwdin charge in e.
Geometry (Å):
C -2.382 -1.496 2.598  0.030
N 1.582 2.102 -1.650  -0.025
N -1.681 0.576 -0.313  0.129
C -1.329 -0.157 0.775  -0.504
C 2.654 -0.184 -1.905  -0.092
H 2.988 1.352 -0.399  0.098
H 2.702 -1.145 -1.399  0.072
C 0.453 2.089 -1.935  0.031
H 0.073 -0.864 1.884  0.037
H -3.248 -1.942 3.061  0.058
H -2.650 0.719 -0.532  0.092
H -3.434 -0.711 0.987  0.094
C -2.473 -0.792 1.479  -0.110
H -0.976 1.150 -0.759  -0.003
H 3.651 0.034 -2.281  0.068
H 1.474 0.489 -0.175  0.047
H 1.977 -0.282 -2.749  0.069
C 2.163 0.880 -0.933  -0.250
N -0.094 -0.229 1.108  0.103
H -1.452 -1.589 3.138  0.056

## Properties
HOMO energy ... -0.335 hartree



Entry c
Formula: C6H11N3
Source: the Open Molecules 2025 dataset
Level of theory: ωB97M-V/def2-TZVPD

Last column: Löwdin charge in e.
Geometry (Å):
C -0.523 -2.117 -1.516  -0.093
C 0.583 1.989 -0.054  -0.220
H 0.616 -1.798 0.101  0.156
H -1.451 -2.521 -0.875  0.137
H 1.998 1.309 1.581  0.046
N -2.551 -0.395 2.878  0.128
N -1.052 -0.366 -0.025  0.032
H 0.868 3.084 0.160  0.126
C -1.064 0.538 0.873  -0.460
H -1.841 -0.936 -0.077  0.094
H 0.273 1.703 -0.936  0.041
C 0.049 -1.062 -0.648  -0.275
H 0.881 -0.392 -0.946  0.091
H 2.562 2.114 0.009  0.115
C 1.908 1.232 0.531  -0.067
H -0.985 -1.686 -2.357  0.055
N -0.335 1.591 1.019  0.056
H 0.329 -2.735 -1.776  0.084
H 1.855 0.213 0.157  0.016
C -2.121 0.233 1.900  -0.064

## Properties
HOMO energy ... -0.323 hartree



Entry d
Formula: C6H11N3
Source: the Open Molecules 2025 dataset
Level of theory: ωB97M-V/def2-TZVPD

Last column: Löwdin charge in e.
Geometry (Å):
C 1.256 -0.581 0.676  -0.053
N 0.004 0.057 -2.294  0.009
N -0.387 0.070 2.358  0.029
H 1.358 -1.361 1.549  0.139
C 0.836 -0.863 -1.843  -0.042
H -0.366 2.205 -0.008  0.134
H 1.511 -1.373 -2.446  0.074
H 0.484 2.458 1.684  0.141
H 2.329 -0.060 0.374  0.169
C -0.677 -0.333 -0.054  -0.261
H -1.186 0.715 2.684  0.104
C 0.423 -1.163 -0.367  -0.322
C -0.231 1.721 1.098  -0.112
N -0.822 0.412 -1.360  -0.076
H -1.829 0.601 -1.642  0.162
H -0.946 -0.891 2.244  0.134
H 0.235 -2.260 -0.174  0.158
C 0.028 0.380 1.034  -0.620
H -1.171 1.945 1.471  0.045
H -1.788 -0.718 0.078  0.189

## Properties
HOMO energy ... -0.298 hartree



Relative to the most stable structure, the computed energies are entry a 0.0987; entry b 0.0000; entry c 0.0797; entry d 0.1057, all in hartree.



Entry a
Formula: C20H20N4
Source: the Open Molecules 2025 dataset
Level of theory: ωB97M-V/def2-TZVPD

Last column: Mulliken spin population.
Geometry (Å):
H -3.409 -3.473 0.760  -0.001
C -1.303 -3.380 1.192  0.016
C -0.761 0.408 -3.554  0.006
C 0.144 -0.613 -3.985  -0.008
N 0.871 3.703 -0.282  0.005
C 0.202 5.662 0.953  -0.014
H -2.299 4.699 -1.151  0.000
H 2.811 1.975 0.931  -0.035
H 2.060 4.647 1.152  0.016
C -2.450 -3.944 0.607  0.011
N -2.484 -5.020 -0.197  0.002
H -0.610 2.987 -1.539  0.004
N -1.473 0.338 -2.368  -0.006
C 2.696 0.715 2.708  0.393
C -1.373 4.751 -0.598  -0.003
H -1.375 -2.473 1.775  -0.023
H 3.618 1.058 3.153  0.054
H 0.366 6.372 1.750  0.001
N 0.234 -0.168 1.511  0.286
H -1.790 6.430 0.674  0.004
H 0.863 0.970 -0.121  0.034
H 0.673 -0.588 -4.926  -0.002
H -0.032 -1.212 3.297  0.016
H -1.275 -6.466 -1.077  -0.002
H 2.101 -0.674 4.266  -0.001
C 1.885 -0.277 3.285  -0.044
C -1.264 -5.633 -0.390  0.008
C 1.160 4.717 0.560  0.003
H -1.596 -0.706 -0.568  0.014
C -1.140 -0.704 -1.546  0.000
H 0.901 -5.605 -0.101  -0.007
H 0.196 -2.356 -1.049  -0.005
H 1.248 -2.294 -3.202  -0.003
C 0.425 -1.617 -3.026  0.012
H -0.929 1.276 -4.174  0.001
C -1.070 5.700 0.335  0.011
C 1.059 0.781 0.924  0.234
C -0.048 -5.133 0.105  0.003
C -0.148 -1.664 -1.804  -0.007
C -0.367 3.752 -0.816  0.007
C 0.665 -0.597 2.747  0.112
C 2.276 1.225 1.495  -0.121
H 0.819 -3.593 1.380  -0.013
C -0.077 -3.976 0.915  0.043

## Properties
Total charge ... -1
HOMO energy (spin up / spin down) ... 0.008 / -0.159 hartree
Spin multiplicity ... 2



Entry b
Formula: C20H20N4
Source: the Open Molecules 2025 dataset
Level of theory: ωB97M-V/def2-TZVPD

Last column: Mulliken spin population.
Geometry (Å):
C -1.899 -1.483 5.513  -0.001
C 0.634 0.053 0.106  0.029
H 3.092 1.103 -5.853  0.000
N 2.321 -0.752 -5.342  0.006
C -0.002 3.474 -1.092  0.146
H -1.824 2.452 -0.661  -0.017
C -1.111 2.677 -1.440  -0.057
C 3.435 0.725 -3.735  -0.018
C 3.032 0.384 -5.050  -0.027
H -4.778 -3.285 6.029  0.000
H -4.176 -0.191 3.355  -0.001
C 0.914 0.566 1.393  0.037
H 1.673 3.484 -3.956  0.005
C -2.450 -0.676 4.491  0.002
C 0.291 -1.277 0.039  0.009
H 0.285 -1.772 -0.921  0.008
N 0.938 3.923 -2.011  0.328
H -0.872 -1.393 5.838  -0.001
H 1.343 1.557 1.418  0.010
H 3.844 1.674 -3.419  0.016
H 0.257 -2.078 3.282  0.001
H 1.479 -2.533 -4.443  0.001
H 2.228 -2.137 -2.309  0.000
H -2.077 1.581 -3.024  0.059
C -2.698 -2.408 6.147  0.001
H -2.351 -3.084 6.915  0.000
C -4.054 -2.552 5.704  -0.001
H -0.025 3.875 -0.090  0.015
C 3.220 -0.217 -2.744  0.032
C -3.792 -0.877 4.095  0.000
C 2.525 -1.392 -3.031  -0.006
H -0.226 -3.077 1.080  0.001
C 0.508 -1.484 2.415  -0.003
N 0.780 -0.152 2.493  0.013
C -1.201 2.136 -2.722  0.393
H -1.842 0.032 3.947  0.001
C 0.896 3.289 -3.232  0.100
C 0.119 -2.062 1.211  0.005
C 2.109 -1.662 -4.341  0.010
C -0.142 2.469 -3.590  -0.041
N -4.583 -1.805 4.688  0.000
H 3.600 0.074 -1.776  0.004
H -0.207 2.141 -4.617  -0.005
H 0.790 0.680 -0.759  -0.055

## Properties
Total charge ... -1
HOMO energy (spin up / spin down) ... 0.001 / -0.163 hartree
Spin multiplicity ... 2



Relative to the most stable structure, the computed energies are entry a 0.0000; entry b 0.0079, all in hartree.



Entry a
Formula: C6H9NO
Source: the Open Molecules 2025 dataset
Level of theory: ωB97M-V/def2-TZVPD

Last column: Löwdin charge in e.
Geometry (Å):
H -1.015 2.341 -0.032  0.163
H -4.426 -0.046 0.018  0.104
C -3.344 -0.191 0.008  -0.126
C -1.475 1.165 -0.309  -0.144
C 4.289 0.204 0.514  -0.127
H 5.366 0.660 0.322  0.108
H 3.060 -0.039 -0.921  0.042
H -0.296 -1.989 0.260  0.152
N -0.643 0.022 -0.154  0.001
H 3.459 0.900 0.805  0.075
H -3.008 -2.418 -0.267  0.142
C -1.180 -1.230 -0.061  -0.162
H 4.303 -0.701 1.210  0.078
O 3.975 -0.330 -0.861  -0.183
H -3.617 1.855 -0.352  0.097
C -2.863 1.120 -0.116  -0.108
C -2.587 -1.321 -0.064  -0.112

## Properties
HOMO energy ... -0.358 hartree



Entry b
Formula: C6H9NO
Source: the Open Molecules 2025 dataset
Level of theory: ωB97M-V/def2-TZVPD

Last column: Löwdin charge in e.
Geometry (Å):
H 1.716 1.241 0.064  0.098
H -3.564 0.775 -0.631  0.146
O 3.036 -4.241 1.939  -0.066
H 3.614 -3.480 1.786  0.035
H 0.769 -0.866 -1.916  0.051
C 1.458 -0.257 -1.339  -0.007
H -3.066 2.526 0.960  0.107
C -2.298 1.910 0.528  -0.136
N -2.632 0.844 -0.262  0.010
H 2.227 -4.034 1.459  0.030
H -1.565 -0.543 -1.454  0.115
H -0.359 2.726 1.130  0.103
C -1.492 0.267 -0.750  -0.078
C 0.993 0.620 -0.457  -0.145
C -0.420 0.958 -0.245  -0.257
C -0.940 2.003 0.576  -0.053
H 2.522 -0.449 -1.387  0.047

## Properties
HOMO energy ... -0.299 hartree



Entry c
Formula: C6H9NO
Source: the Open Molecules 2025 dataset
Level of theory: ωB97M-V/def2-TZVPD

Last column: Löwdin charge in e.
Geometry (Å):
H 1.208 0.537 0.560  0.128
C -2.599 1.459 0.730  0.118
H 3.938 -1.126 -0.817  0.006
C 0.326 -0.103 0.494  -0.098
H -3.648 1.408 0.582  0.057
C -0.726 -0.165 1.222  0.059
H 2.091 -2.345 -1.097  0.113
H -0.289 -0.295 -1.623  0.009
H -2.807 -0.167 1.675  0.124
C 1.851 -1.365 -0.542  -0.315
H -2.204 2.452 0.993  0.088
N 0.542 -1.248 -0.452  -0.022
O -0.946 0.408 -1.919  -0.093
H -1.277 0.765 -1.090  -0.032
H 3.330 0.200 0.239  0.012
C -1.929 0.334 1.279  -0.155
C 3.138 -0.750 -0.234  0.000

## Properties
HOMO energy ... -0.272 hartree



Entry d
Formula: C6H9NO
Source: the Open Molecules 2025 dataset
Level of theory: ωB97M-V/def2-TZVPD

Last column: Löwdin charge in e.
Geometry (Å):
N 0.500 -0.852 -0.317  -0.015
C -1.909 0.002 0.536  -0.220
C 0.374 0.509 -0.509  -0.255
H -0.362 -1.417 -0.153  0.086
H 3.644 -0.132 0.265  0.059
H -1.786 1.680 -1.055  0.166
C 1.709 0.973 -0.262  -0.068
H 2.076 -2.317 0.287  0.111
H 1.840 2.010 -0.296  0.057
O -1.858 -1.191 -0.371  -0.174
C 1.784 -1.279 0.010  -0.117
C 2.593 -0.133 0.199  -0.070
H -0.762 1.952 0.770  0.144
H -2.984 0.375 0.731  0.124
H -1.438 -0.431 1.497  0.137
H -2.404 -0.918 -1.208  0.157
C -1.017 1.169 -0.123  -0.121

## Properties
HOMO energy ... -0.287 hartree



Relative to the most stable structure, the computed energies are entry a 0.0973; entry b 0.0000; entry c 0.2822; entry d 0.0793, all in hartree.



Entry a
Formula: C4H6FN
Source: the Open Molecules 2025 dataset
Level of theory: ωB97M-V/def2-TZVPD

Last column: Löwdin charge in e.
Geometry (Å):
H 0.136 -1.962 0.162  0.055
C -1.150 -0.415 0.755  -0.263
N 0.160 1.966 0.747  0.086
C -0.821 -1.695 0.709  -0.002
C 0.212 0.881 0.070  -0.298
H -1.639 -2.468 1.030  0.100
H 1.254 -0.676 -0.760  0.045
C 0.975 0.336 -1.025  -0.103
H 0.431 0.265 -2.009  0.108
H 1.982 0.905 -1.224  0.121
H 0.757 2.795 0.372  0.094
F -2.297 0.069 1.174  0.057

## Properties
HOMO energy ... -0.351 hartree



Entry b
Formula: C4H6FN
Source: the Open Molecules 2025 dataset
Level of theory: ωB97M-V/def2-TZVPD

Last column: Löwdin charge in e.
Geometry (Å):
H 0.909 -0.548 0.161  0.057
F -2.687 1.201 -0.094  -0.169
H -3.308 -1.248 0.020  0.030
C 0.508 1.322 0.058  -0.181
H 1.909 0.099 -1.098  0.108
N 0.297 2.497 0.088  0.202
C -1.753 0.065 -0.023  -0.151
C 1.521 0.310 -0.078  -0.069
H -1.664 -2.003 0.227  0.022
H -0.602 2.878 -0.149  0.093
C -2.267 -1.140 0.108  -0.067
H 2.413 0.439 0.630  0.123

## Properties
HOMO energy (spin up / spin down) ... -0.306 / -0.306 hartree



Entry c
Formula: C4H6FN
Source: the Open Molecules 2025 dataset
Level of theory: ωB97M-V/def2-TZVPD

Last column: Löwdin charge in e.
Geometry (Å):
F -0.008 -2.036 -0.366  0.092
C 0.171 -0.802 0.038  -0.426
C 1.286 -0.082 -0.344  -0.095
H 0.072 -0.914 2.166  0.104
C -0.454 -0.393 1.321  -0.048
H -1.519 -0.703 1.301  0.090
N -1.461 0.425 -1.461  0.104
H -0.876 1.221 -1.304  -0.036
H -0.351 0.686 1.490  0.088
C 1.974 0.941 -0.251  0.155
H 2.738 1.648 -0.248  0.016
H -1.570 0.009 -2.341  -0.045

## Properties
HOMO energy (spin up / spin down) ... -0.286 / -0.370 hartree



Entry d
Formula: C4H6FN
Source: the Open Molecules 2025 dataset
Level of theory: ωB97M-V/def2-TZVPD

Last column: Löwdin charge in e.
Geometry (Å):
H 1.345 -1.918 -0.251  0.113
C 0.176 -0.002 -0.268  -0.577
H 1.143 -1.083 1.184  0.087
H -0.764 -0.747 -2.048  0.118
C 0.610 -1.268 0.273  -0.031
H -0.187 -1.856 0.615  0.077
F 1.433 0.598 -0.835  -0.088
C -0.641 1.799 1.539  0.137
H -0.927 2.648 2.080  0.023
H -1.060 0.830 -1.675  0.082
C -0.345 1.042 0.672  -0.042
N -0.786 -0.043 -1.286  0.101

## Properties
HOMO energy ... -0.370 hartree



Relative to the most stable structure, the computed energies are entry a 0.0411; entry b 0.1032; entry c 0.1262; entry d 0.0000, all in hartree.